[1]
ORCA calculation (wB97M-V/def2-TZVPD) on the molecule C6H9NO in a non-equilibrium geometry.

2S+1 = 1
Kohn-Sham gap = 9.3822 eV
Energy above the lowest of the compared OMol25 structures with the same formula, charge and spin = 129.1 kcal/mol

Last column: Mulliken charge in e.
Element x y z (Å)
C -0.97882 0.43484 -0.31516  -0.253
C 0.38549 0.09131 -0.80907  0.210
O 1.48450 1.44491 -2.53142  -0.478
C 0.95112 1.28365 -1.47801  -0.334
H -2.53823 -0.69261 -0.92498  0.297
N -2.22036 -0.23100 -0.12714  -0.538
H 1.34585 1.01389 1.06869  0.352
H 2.20880 -0.46907 0.64035  0.314
C -0.08802 -0.82466 1.40157  -0.612
H -0.33860 -0.10068 2.21528  0.290
C -1.15582 -0.95473 0.35167  0.069
H -0.99293 -1.87272 -0.31983  0.246
H 0.82279 2.16244 -0.74854  0.202
H 0.41464 -0.74426 -1.47566  0.420
H -0.74326 1.22076 0.49212  0.258
C 1.09879 0.01868 0.63435  -0.746
H 0.34405 -1.78073 1.92579  0.303

---

[2]
ORCA calculation (wB97M-V/def2-TZVPD) on C6H9NO as an isolated structure in a non-equilibrium geometry.

2S+1 = 1
Kohn-Sham gap = 7.8423 eV
Energy above the lowest of the compared OMol25 structures with the same formula, charge and spin = 81.5 kcal/mol

Last column: Mulliken charge in e.
Element x y z (Å)
H 2.65555 -1.36604 0.26641  0.311
H 2.11194 -1.38380 -1.46747  0.319
C -1.07532 1.77667 0.69025  -0.988
H -1.71849 0.57267 -2.22871  0.286
C 0.04538 -0.33256 1.09988  0.673
C -0.44021 -0.09934 -0.70613  0.735
C 0.61886 -0.76651 -0.03468  -0.080
C 1.82883 -1.55232 -0.42600  -1.258
H -1.49544 1.93768 1.68845  0.293
H -1.76900 2.20311 -0.04198  0.338
O 0.26951 -0.44005 2.34458  -0.493
H 1.61015 -2.62006 -0.31447  0.266
H -0.28900 -0.50260 -2.76301  0.269
C -0.82991 0.00749 -1.97565  -1.143
N -0.86342 0.35369 0.44842  -0.194
H -0.52991 -0.11981 2.79391  0.319
H -0.12953 2.33178 0.62618  0.348

---

[3]
ORCA calculation (wB97M-V/def2-TZVPD) on a 2-piece molecular cluster, C6H9NO2 overall in a non-equilibrium geometry.

2S+1 = 1
Kohn-Sham gap = 8.8185 eV
Energy above the lowest of the compared OMol25 structures with the same formula, charge and spin = 126.9 kcal/mol

Last column: Mulliken charge in e.
Element x y z (Å)
O 2.26429 -0.98904 -0.49707  -0.718
H 3.33273 -2.10099 2.51178  0.418
C 3.03925 -1.05685 2.38030  -0.855
H 3.26581 0.08302 0.53940  0.361
H -1.36462 -0.87358 4.08941  0.372
H 0.65304 -2.54545 3.30951  0.385
O 4.25608 -0.17133 2.98761  -0.447
C -0.33731 -0.59588 3.86418  -0.511
H 1.98550 1.43726 2.98031  0.239
C 1.76772 -0.66982 3.04158  0.643
C 0.71042 -1.46709 3.44522  -0.517
C 0.14264 0.69478 3.75035  -0.429
H -0.32477 1.65090 3.97068  0.399
H 1.45136 -0.47973 -0.55662  0.330
H 4.74993 -0.50680 1.05634  0.324
H 2.27103 -1.50293 0.55450  0.447
N 1.38360 0.63775 3.18329  -0.021
C 3.92660 -0.10912 1.66764  -0.422

---

[4]
ORCA calculation (wB97M-V/def2-TZVPD) on the molecule C6H9NO2 in a non-equilibrium geometry.

2S+1 = 1
Kohn-Sham gap = 10.4532 eV
Energy above the lowest of the compared OMol25 structures with the same formula, charge and spin = 43.1 kcal/mol

Last column: Mulliken charge in e.
Element x y z (Å)
C 0.27925 -1.34827 0.62841  -0.854
H 1.95753 0.17217 0.09528  0.249
H -1.47351 1.50499 2.36843  0.346
H 1.92410 -2.27496 -1.14349  0.269
O -1.96232 2.18923 1.78087  -0.474
C -1.68301 1.87921 0.49778  0.549
H -1.49322 -0.51706 1.83895  0.416
H -0.17547 -2.15605 0.01107  0.375
O -2.04083 2.56231 -0.46318  -0.567
H 0.64125 1.36194 -1.42984  0.330
N 1.53083 -1.36414 -1.62070  -0.704
C 0.06825 0.47875 -0.99816  -0.734
C -0.73843 0.73576 0.24901  0.385
H -0.48317 -0.11626 -1.80109  0.292
C -0.77442 -0.31969 1.05160  -0.710
C 1.10902 -0.53471 -0.40927  0.186
H 2.30452 -0.71671 -2.02394  0.298
H 1.00963 -1.53650 1.36826  0.347

---

[5]
ORCA calculation (wB97M-V/def2-TZVPD) on the molecule C6H9NO2 in a non-equilibrium geometry.

2S+1 = 1
Kohn-Sham gap = 9.5463 eV
Energy above the lowest of the compared OMol25 structures with the same formula, charge and spin = 74.8 kcal/mol

Last column: Mulliken charge in e.
Element x y z (Å)
C -1.83870 1.12881 0.88220  -0.528
C 0.47312 0.54522 -0.24066  -0.379
H 0.22445 -0.76934 1.45402  0.314
O 2.13814 -0.89884 0.70736  -0.357
H 2.59637 -0.78873 -1.25856  0.357
H 3.28653 0.54346 -0.28466  0.289
C 0.91159 -0.33524 0.69753  0.049
H -1.61821 0.70517 1.83368  0.217
H -2.23966 -1.47111 -1.45501  0.405
C 3.04775 -0.55341 -0.31085  -0.745
C -0.87423 1.02140 -0.33930  -0.150
H -1.04680 1.75026 -1.08319  0.426
H -2.53513 1.92297 0.99020  0.226
H 1.11124 0.99202 -0.99563  0.279
O -3.12091 -1.73010 0.31249  -0.573
H 3.94013 -1.16739 -0.17008  0.212
C -2.46706 -1.07724 -0.50508  0.030
N -1.98862 0.18208 -0.23449  -0.072

---

[6]
ORCA calculation (wB97M-V/def2-TZVPD) on the molecule C6H9NO5 in a non-equilibrium geometry.

2S+1 = 1
Kohn-Sham gap = 10.8659 eV
Energy above the lowest of the compared OMol25 structures with the same formula, charge and spin = 19.5 kcal/mol

Last column: Mulliken charge in e.
Element x y z (Å)
O 1.87260 0.00440 -0.65471  -0.435
C 0.69421 -0.44165 -1.36790  0.037
O -1.69732 1.61796 0.70526  -0.630
C -0.43916 1.34514 0.19329  -0.196
H 0.67059 -2.53680 -1.09707  0.161
H 0.55881 1.37644 2.09839  0.450
H 2.01228 -0.68582 1.28598  0.325
H -0.67560 1.13004 -1.91226  0.362
O -1.61632 -0.41132 -0.85744  -0.523
H -0.01393 2.34636 -0.02803  0.475
C -1.14571 -1.68151 -0.79326  0.523
H -2.22366 0.86157 0.52142  0.404
C 1.73920 0.21890 0.75696  -0.700
H -1.08711 -0.26601 2.17347  0.343
C -0.51389 0.48309 -1.04779  0.022
N 0.21804 -1.68743 -0.99854  -0.066
O -1.88965 -2.58421 -0.53378  -0.596
H 0.98569 -0.31993 -2.44671  0.345
O -0.25217 -0.52131 1.75571  -0.545
C 0.37885 0.68537 1.27829  -0.119
H 2.42424 1.06671 0.96872  0.363

---

no.,total energy (Eh)
1,-363.818505
2,-363.894396
3,-439.074148
4,-439.207611
5,-439.157114
6,-664.992696